No. 1
42
Properties=species:S:1:pos:R:3:forces:R:3 method="wB97M-V/def2-TZVPD" gap_ev=8.2558 homo_ha=-0.2969 max_force_ev_per_a=2.54 e_above_lowest_kcal_mol=8.8 spin_multiplicity=1
C 2.329693 2.692497 3.508162 -0.41 -0.47 0.25
C 0.957392 3.046130 2.939902 -0.72 0.36 0.19
C 0.379620 1.884341 2.139185 0.68 0.58 0.08
N -0.206112 0.870515 2.782170 0.13 -0.72 0.30
C -0.429161 -0.255792 2.082614 0.98 2.28 -0.53
C -0.891184 -1.424671 2.792922 -0.04 -0.95 -0.79
S -0.716955 -2.966046 1.921468 -1.05 -0.01 1.86
C -1.488389 -3.851634 3.273054 0.44 2.40 0.36
C -1.813788 -2.958799 4.288468 0.87 0.26 -1.51
C -1.467095 -1.550421 4.013376 -0.61 -1.65 0.41
Cl -1.875831 -0.266574 5.147349 0.28 -0.93 -0.72
N -0.153756 -0.368117 0.772773 -0.65 -1.71 -0.15
C 0.314355 0.675337 0.136771 -0.39 -0.71 -0.01
C 0.617393 1.823629 0.789703 -0.27 1.57 1.17
C 1.143252 2.850159 -0.135997 0.67 0.89 0.07
C 1.234251 2.089256 -1.458455 0.65 -0.72 1.26
N 0.573685 0.800336 -1.201273 0.05 -0.30 -0.61
C 0.163513 -0.080484 -2.218582 0.20 0.25 -0.80
C 0.347050 -1.456000 -2.078866 -0.45 -0.80 0.09
C -0.135030 -2.336489 -3.045857 -0.23 1.10 -0.48
C -0.764140 -1.823565 -4.200055 -0.31 1.75 -0.57
C -1.465944 -2.719612 -5.142648 1.39 -1.75 0.61
O -1.404643 -3.919306 -4.893894 -0.98 1.05 -1.15
O -2.063626 -2.215980 -6.276297 0.50 -0.85 1.56
C -0.799860 -0.426224 -4.447829 0.19 -0.09 1.33
C -0.355190 0.441945 -3.431372 0.24 -1.54 -0.01
H 2.238274 1.785418 4.110289 0.18 0.00 -0.07
H 3.022523 2.518635 2.693686 0.31 -0.10 -0.07
H 2.710982 3.481170 4.152414 0.03 0.12 -0.06
H 0.261828 3.271498 3.770133 0.30 0.04 -0.42
H 1.105446 3.953087 2.315026 -0.52 -0.54 0.24
H -1.609273 -4.933226 3.283532 0.06 0.42 -0.12
H -2.234536 -3.253572 5.217384 -0.39 -0.20 0.58
H 0.541185 3.778198 -0.259221 0.24 -0.63 0.44
H 2.149568 3.122844 0.220026 -0.30 0.32 -0.35
H 2.291149 1.972407 -1.683271 0.04 -0.40 -0.47
H 0.755906 2.613296 -2.218081 -0.71 0.83 -1.47
H 0.775291 -1.899996 -1.174526 -0.06 0.50 -0.33
H -0.000721 -3.395562 -2.910926 -0.22 -0.16 -0.07
H -2.422182 -3.047249 -6.628833 -0.17 0.23 -0.47
H -1.224183 -0.017787 -5.377546 0.20 -0.35 0.58
H -0.390757 1.496407 -3.566877 -0.15 0.61 -0.14



No. 2
111
Properties=species:S:1:pos:R:3:forces:R:3 method="wB97M-V/def2-TZVPD" gap_ev="6.3418 / 6.5304" homo_ha="-0.4854 / -0.4820" max_force_ev_per_a=2.19 total_charge=+2 spin_multiplicity=1
W -0.031171 0.685968 -0.294036 -0.44 -1.87 0.49
C 1.796831 0.340071 -4.459925 0.13 0.67 -0.31
C 1.908515 1.668109 -4.885690 -0.18 -0.70 0.42
C 1.435136 2.651126 -4.045925 -0.28 0.06 0.46
C 0.860337 2.324899 -2.811207 0.18 -1.67 -0.37
N 0.719724 1.015825 -2.400714 0.48 0.98 -1.37
C 1.209222 0.073465 -3.250761 -0.46 0.14 0.52
C 0.480505 3.310870 -1.827488 -0.32 0.65 1.37
C 0.428212 4.681705 -2.090058 0.04 -0.75 0.08
C 0.144693 5.573644 -1.073057 -0.09 -0.36 0.41
C -0.120006 5.069824 0.191597 0.22 -0.20 -0.43
C -0.090713 3.695996 0.407522 0.22 -0.44 -0.80
N 0.227272 2.796758 -0.575701 0.15 1.67 -0.58
C -0.500327 3.075049 1.648606 -0.07 -0.69 0.57
C -0.793261 3.788408 2.810872 0.19 -0.20 -0.57
C -1.255324 3.127762 3.929720 -0.08 -0.71 -0.11
C -1.463213 1.755428 3.828653 0.16 0.71 0.06
C -1.157171 1.109371 2.652550 0.18 -0.47 -0.36
N -0.626895 1.712956 1.566105 -0.13 0.67 0.86
H 2.159911 -0.474016 -5.065394 0.00 -0.12 -0.04
H 2.361578 1.910915 -5.832573 0.05 0.07 -0.11
H 1.529657 3.684769 -4.328664 0.02 0.14 0.00
H 1.102082 -0.960420 -2.954399 0.07 0.20 -0.03
H 0.591881 5.036126 -3.092190 0.05 0.06 -0.12
H 0.113386 6.634601 -1.264046 -0.03 0.09 -0.01
H -0.377633 5.734865 0.995621 -0.04 0.07 0.12
H -0.657974 4.855944 2.840233 0.04 0.11 -0.07
H -1.471089 3.656478 4.844712 -0.01 0.08 0.05
H -1.863278 1.191049 4.653970 -0.05 -0.14 0.04
H -1.352283 0.051083 2.565948 0.05 0.28 -0.08
C 4.941953 2.594754 0.906872 -0.13 -0.31 -0.01
C 3.770934 1.612714 0.906012 -0.25 0.29 -0.18
C 2.642421 2.139494 1.789172 -0.03 -0.53 -0.16
C 3.242725 1.354167 -0.524668 0.42 0.13 0.22
C 4.327671 0.770791 -1.451776 0.09 0.92 0.15
O 3.941484 -0.580990 -1.626335 -0.31 -0.67 0.09
C 2.752262 -0.783460 -1.059465 -0.39 1.44 0.86
N 2.217350 0.284040 -0.498337 -0.04 -0.71 -0.86
C 2.327689 -2.187609 -1.130450 -0.04 -0.91 -0.29
C 3.413648 -3.082194 -1.147910 -0.07 0.32 0.08
C 3.252527 -4.446295 -1.277979 -0.24 -0.10 0.02
C 1.976503 -4.965163 -1.403297 0.16 0.20 0.03
C 0.892400 -4.103908 -1.379248 -0.06 0.11 -0.08
C 1.021413 -2.721767 -1.244257 0.13 0.25 -0.06
P -0.539285 -1.716476 -1.226499 0.10 -0.77 -0.06
C -1.683249 -2.818215 -0.310035 -0.02 0.34 0.01
C -1.224348 -3.724548 0.648267 -0.14 0.10 -0.10
C -2.103690 -4.554493 1.315794 0.09 -0.03 0.06
C -3.464406 -4.470270 1.070024 0.03 0.17 -0.01
C -3.940818 -3.546471 0.157704 0.02 0.10 -0.23
C -3.062276 -2.730988 -0.543670 0.19 -0.31 -0.07
C -1.223882 -1.948157 -2.940375 0.15 0.46 0.07
C -1.530026 -0.832599 -3.724785 0.06 0.06 0.08
C -2.081787 -0.981595 -4.984319 -0.07 -0.06 -0.08
C -2.348364 -2.244708 -5.486323 0.04 0.09 0.06
C -2.077113 -3.357580 -4.707376 0.01 -0.04 0.02
C -1.528786 -3.215272 -3.443835 0.11 -0.01 0.09
H 5.223487 2.818898 1.932764 0.04 0.07 0.05
H 4.666197 3.523900 0.414146 -0.04 0.19 -0.04
H 5.820959 2.192736 0.411399 0.13 0.03 -0.03
H 4.106671 0.647743 1.301722 0.01 -0.05 -0.04
H 2.378406 3.158303 1.509996 -0.04 0.12 -0.08
H 2.948289 2.150809 2.831676 0.01 0.04 0.14
H 1.766066 1.481805 1.690578 0.34 0.33 0.27
H 2.820144 2.281055 -0.936447 0.08 -0.16 0.13
H 5.320236 0.786045 -0.997859 -0.15 -0.03 -0.10
H 4.379872 1.253495 -2.433504 -0.04 -0.13 0.11
H 4.410045 -2.686999 -1.035265 0.05 0.00 -0.06
H 4.113489 -5.095797 -1.284752 0.10 -0.03 0.03
H 1.818411 -6.027619 -1.504232 -0.02 -0.09 -0.03
H -0.092360 -4.536132 -1.441623 0.01 -0.02 0.01
H -0.171716 -3.775798 0.884879 -0.02 -0.03 -0.04
H -1.713428 -5.263536 2.028492 -0.01 -0.09 0.11
H -4.152585 -5.109453 1.597659 -0.11 -0.10 0.05
H -4.993325 -3.445373 -0.052062 -0.16 -0.01 0.00
H -3.167441 -1.745526 -2.234564 0.01 0.00 0.12
H -1.368656 0.163145 -3.340191 -0.08 -0.10 -0.06
H -2.316015 -0.103815 -5.563456 -0.05 0.13 -0.12
H -2.778815 -2.361115 -6.467788 -0.06 -0.02 -0.11
H -2.302223 -4.343494 -5.081407 -0.02 -0.13 -0.02
H -1.361536 -4.099237 -2.850595 -0.01 -0.07 0.01
F -2.489924 3.615097 -2.928528 0.04 0.09 0.18
C -3.563714 2.897948 -2.573721 0.04 -0.35 -0.20
F -4.597544 3.700385 -2.461859 0.07 -0.21 0.37
F -3.782911 2.001739 -3.527034 -0.15 -0.09 -0.04
S -3.067455 1.981503 -1.016589 0.16 0.19 -0.11
O -1.882960 1.248795 -1.550876 1.10 -0.32 -0.14
O -2.622283 2.945119 -0.059868 -0.59 0.77 0.06
N -4.248190 1.043463 -0.698836 -0.11 0.52 -0.65
S -3.908815 -0.165266 0.325094 -0.15 1.41 1.67
O -3.619877 -1.783982 -1.376165 0.09 -0.71 -0.51
O -2.419577 -0.164010 0.509581 0.24 -0.56 0.48
C -4.379484 0.742998 1.944731 -0.10 -0.16 0.12
F -3.891700 0.017829 2.969911 0.05 -0.18 -0.09
F -5.695602 0.803756 2.088540 -0.05 0.00 -0.26
F -3.875903 1.971561 2.052412 -0.11 -0.13 -0.14
O -0.160903 -1.960081 8.109166 -0.29 -0.20 0.46
C 0.918597 -1.629195 7.398217 0.29 0.13 -0.32
O 1.972062 -1.415509 7.926829 -0.24 -0.03 0.03
C 0.755080 -1.508671 5.906592 0.05 -0.01 -0.18
C -0.304093 -2.060913 5.191733 0.15 0.01 0.15
C -0.366965 -1.915197 3.817573 -0.01 0.05 -0.12
C 0.635948 -1.221805 3.148296 -0.36 0.34 -0.38
S 0.609544 -1.169235 1.356324 0.06 0.60 -0.44
C 1.717365 -0.700422 3.848389 -0.08 -0.03 -0.08
C 1.770180 -0.843993 5.219362 -0.06 -0.13 0.21
H -0.958259 -2.122710 7.589163 0.24 0.13 -0.08
H -1.067662 -2.651773 5.680789 -0.08 0.01 0.02
H -1.183086 -2.348111 3.256643 -0.09 -0.04 -0.04
H 2.522162 -0.218501 3.317446 0.07 0.09 -0.06
H 2.610241 -0.476687 5.789930 0.04 0.06 0.03



No. 3
72
Properties=species:S:1:pos:R:3:forces:R:3 method="wB97M-V/def2-TZVPD" gap_ev=7.8304 homo_ha=-0.3781 max_force_ev_per_a=2.92 total_charge=+1 spin_multiplicity=1
O -1.047309 6.307526 -6.421859 -0.69 -0.68 1.14
O -2.053764 -1.392603 -1.892741 0.29 -1.23 0.04
O 3.429330 -6.159312 6.913479 -0.11 -0.13 -0.09
O 0.908780 3.967571 -2.487990 -0.30 0.26 -0.60
O 0.359622 -1.841529 7.749978 0.20 0.30 -0.25
N -2.590616 2.241248 -3.417099 0.49 0.21 1.62
S 2.955787 4.767793 -4.599164 -0.93 0.49 -0.79
S -1.678081 3.374696 -1.157788 0.24 0.49 -0.30
C 0.058302 6.375227 -6.940398 -0.88 0.72 -0.24
C -2.219712 -0.317834 -2.459393 -0.51 -1.29 0.43
C 3.051825 -5.002784 6.991328 1.64 -0.90 1.12
C -0.011523 4.516769 -3.081072 1.82 -0.39 0.35
C 0.411260 -2.970339 7.287233 0.25 0.74 0.20
C -2.075229 2.037172 -2.229568 -0.83 0.93 -2.64
C 3.593781 5.441618 -6.088817 -0.99 0.35 -0.43
C 2.613218 5.974699 -6.885311 -0.23 -0.53 1.15
C 1.276477 5.859896 -6.295910 1.68 -0.03 -0.83
C 1.315716 5.223819 -5.070088 0.07 0.19 -0.24
C -0.266389 -1.387383 1.080211 0.75 -1.02 0.41
C -3.941965 0.338690 -6.278151 0.34 0.53 0.71
C -3.821211 -0.976848 -5.816631 0.33 -0.14 0.68
C -3.519270 1.402610 -5.472476 -0.32 -0.28 -0.71
C -3.266356 -1.228178 -4.556742 -0.21 0.01 -0.56
C -2.972362 1.162938 -4.211416 0.22 0.14 0.20
C -2.836757 -0.154357 -3.758799 -0.04 0.19 -0.12
N 0.086550 7.006503 -8.146917 1.43 -0.07 -0.10
N -0.345854 -2.264428 0.122599 0.35 -1.37 -0.66
N -1.852815 0.775302 -1.732341 0.26 1.54 -0.60
N 0.141538 5.051276 -4.339950 -0.72 -0.27 1.10
N -0.400746 -3.916916 7.772701 -0.54 -1.15 -0.11
N 0.590119 -1.519325 2.077428 0.59 -0.34 0.75
N 2.062957 -4.576798 6.202432 -1.42 1.61 -0.97
N -1.089722 -0.379984 1.023501 -1.15 1.85 0.20
C 3.710860 -4.049633 7.968413 -0.24 -0.13 -0.25
C -1.343652 4.716192 -2.374023 -0.41 -0.43 -0.78
C -0.592849 -5.301544 7.332083 0.39 0.19 0.18
C 1.462242 -2.691064 2.298190 0.36 0.08 0.02
C 1.977011 -2.786771 3.737921 -0.68 0.07 -0.03
C 0.853817 -2.969622 4.777647 0.58 0.12 -0.02
C 1.442849 -3.236739 6.174796 0.03 -0.89 -0.08
H 4.648960 5.429745 -6.345262 -0.23 -0.17 0.37
H 2.819667 6.431489 -7.849860 -0.01 -0.14 0.23
H -4.365560 0.537241 -7.259129 0.07 -0.01 0.18
H -4.153356 -1.801126 -6.442268 0.07 0.11 0.17
H -3.614912 2.427098 -5.818536 0.03 -0.12 0.10
H -3.163784 -2.252295 -4.205563 0.02 0.25 0.04
H -0.764792 7.493570 -8.408060 0.41 -0.19 0.11
H 0.981685 7.316961 -8.504688 -0.49 0.04 -0.17
H 0.280645 -3.046328 0.105773 0.03 -0.11 -0.08
H -1.007664 -2.137121 -0.640773 -0.11 0.14 -0.26
H -1.073181 0.668779 -1.099816 -0.16 -0.07 0.19
H -0.694112 5.442846 -4.783572 0.33 0.10 -0.36
H -0.973483 -3.599466 8.540563 0.07 0.11 -0.08
H 0.625816 -0.782541 2.762901 0.01 -0.02 0.06
H 1.690499 -5.292420 5.597962 -0.04 -0.06 0.01
H -1.101209 0.311690 1.753173 -0.25 0.04 -0.05
H -1.853484 -0.441496 0.366922 -0.12 0.17 0.14
H 4.507224 -4.576668 8.492853 -0.18 -0.03 -0.15
H 4.139709 -3.207303 7.431128 -0.02 0.23 0.08
H 2.977351 -3.698028 8.690240 -0.02 0.25 0.07
H -2.150005 4.760142 -3.110743 -0.10 -0.09 0.27
H -1.311510 5.677072 -1.856422 -0.04 -0.24 0.27
H -1.522578 -5.694024 7.748609 0.10 0.21 -0.08
H 0.229553 -5.928642 7.684214 -0.12 -0.09 -0.14
H -0.653772 -5.355716 6.244635 -0.05 -0.07 0.04
H 0.920777 -3.611957 2.070967 -0.18 0.11 -0.07
H 2.325128 -2.625992 1.631222 -0.07 -0.03 -0.09
H 2.658943 -3.636704 3.785427 0.06 0.07 -0.06
H 2.546003 -1.886649 3.975686 0.13 0.01 0.06
H 0.256629 -2.057073 4.812429 -0.15 -0.09 0.18
H 0.204154 -3.796960 4.486894 -0.13 -0.04 -0.04
H 2.214799 -2.485678 6.347795 -0.04 -0.05 0.15



No. 4
17
Properties=species:S:1:pos:R:3:forces:R:3 method="wB97M-V/def2-TZVPD" gap_ev="4.8152 / 4.9966" homo_ha="-0.1025 / -0.1072" max_force_ev_per_a=3.73 total_charge=-1 e_above_lowest_kcal_mol=13.7 spin_multiplicity=1
C -0.492765 -1.298567 -0.833420 0.50 -2.75 -1.48
C -0.048951 0.654853 0.644145 -1.85 -0.64 -2.58
C -0.079920 -2.323880 -0.010179 -0.47 -1.05 -1.88
C -0.649506 0.000446 -0.447720 -0.68 2.59 0.98
C -0.582752 1.870354 -2.471820 0.08 0.22 -1.67
N 0.920725 0.217242 1.397175 3.04 -1.64 1.41
N 1.302062 -0.878997 1.787917 0.31 1.66 -0.61
S 1.949406 -0.419417 4.775626 -0.35 0.09 -0.09
S 0.135670 -2.243821 1.650229 -1.19 -1.01 1.20
S -1.816847 1.036525 -1.434909 1.38 -0.44 0.34
H -0.601201 -1.595339 -1.927059 -0.31 0.63 1.47
H 0.059880 1.687608 0.470945 -0.92 1.58 0.60
H -0.052432 -3.333830 -0.539347 0.52 1.22 0.97
H -1.074555 2.133445 -3.471107 0.76 -0.73 1.13
H 0.313883 1.197659 -2.592002 -1.06 0.73 -0.16
H -0.246035 2.844718 -2.111384 -0.01 -0.21 0.48
H 0.963338 0.451002 5.112909 0.22 -0.24 -0.13



No. 5
47
Properties=species:S:1:pos:R:3:forces:R:3 method="wB97M-V/def2-TZVPD" gap_ev=2.8658 homo_ha=-0.5275 max_force_ev_per_a=5.42 total_charge=+2 e_above_lowest_kcal_mol=196.8 spin_multiplicity=1
C 2.572850 -1.638142 1.186438 -0.43 -0.14 0.95
C 3.239065 -0.175348 0.832680 1.56 -0.88 -0.21
C 4.861215 -0.222711 1.241770 -0.23 0.99 -0.37
C 3.179093 0.198441 -0.793280 -0.54 1.74 1.32
C 1.603993 0.339534 -1.342310 2.78 -0.47 -0.22
O 0.814450 0.720410 -0.173233 -1.37 0.23 -2.25
C -0.609774 0.914772 -0.454130 -0.30 -0.31 -0.36
C -1.457858 -0.478414 -0.730773 0.46 -0.70 -1.49
C -3.076593 -0.346816 -0.524044 -0.53 -0.58 -0.18
C -3.718469 -1.288643 0.651750 -1.58 -1.58 -2.27
C -5.304983 -1.560197 0.194959 -0.11 1.65 0.55
I -3.817560 -0.394207 2.641214 0.57 0.08 -0.91
O -0.859024 -1.668416 -0.039196 -0.66 0.82 -2.27
C -0.600059 -2.755512 -0.993306 1.98 -0.91 0.83
I -2.381521 -3.703325 -1.847159 0.65 0.42 0.30
P -1.277617 1.909471 1.084209 0.24 0.16 -1.12
C -1.350659 3.767161 0.647821 -0.60 1.12 0.46
O -0.098374 1.599768 2.356649 -2.33 0.53 1.39
C 1.664540 1.437060 -2.557267 -0.32 -0.60 -2.16
F 1.467166 2.845876 -2.144812 0.83 -4.67 -1.57
F 0.581105 1.049716 -3.536534 3.16 1.79 2.93
F 2.948489 1.214507 -3.323236 -4.52 1.38 2.65
H 1.880129 -1.555613 2.154695 1.39 -0.16 -2.11
H 3.401619 -2.443231 1.474487 -1.76 1.86 -0.85
H 1.889785 -2.068439 0.332809 1.42 0.96 1.63
H 2.802927 0.706681 1.508604 0.47 -1.71 -1.61
H 5.322791 -1.278777 1.035056 -0.94 2.09 0.59
H 5.031690 0.152940 2.360256 -0.35 -1.19 -2.39
H 5.416576 0.558961 0.558964 -0.96 -1.56 1.37
H 3.606160 1.311646 -0.852696 -0.64 -2.55 -0.04
H 3.827441 -0.517190 -1.455197 -1.43 1.36 1.36
H 1.351132 -0.698687 -1.816681 -0.18 2.17 0.86
H -0.846078 1.618724 -1.373826 0.64 -1.29 1.69
H -1.285569 -0.707549 -1.890647 -0.42 0.82 2.41
H -3.586699 -0.711426 -1.541356 1.20 0.76 2.33
H -3.476732 0.742377 -0.356539 0.97 -1.80 -0.27
H -3.242967 -2.350273 0.765648 -0.42 2.38 -0.15
H -5.379860 -1.904714 -0.920462 0.32 0.36 2.27
H -5.833880 -0.491686 0.256311 0.96 -2.36 -0.20
H -5.866612 -2.262303 0.943746 1.23 1.21 -1.59
H 0.096246 -2.475319 -1.893696 -1.52 -0.13 1.66
H -0.023322 -3.616571 -0.399997 -1.51 2.08 -1.14
H -0.311746 4.283402 0.494592 -1.70 -1.21 0.12
H -1.894564 4.313643 1.547434 1.12 -1.19 -1.80
H -2.037004 3.949369 -0.300759 1.49 -0.66 1.84
H -0.654324 1.658427 3.208720 0.11 -0.47 -2.24
Cd 1.433388 2.020622 3.782324 1.81 0.18 0.25